{
  "formula": "C36H76N4O16S6",
  "method": "wB97M-V/def2-TZVPD",
  "symbols": ["O", "S", "O", "C", "C", "C", "C", "H", "H", "H", "H", "H", "H", "H", "H", "O", "S", "O", "C", "C", "C", "C", "H", "H", "H", "H", "H", "H", "H", "H", "O", "S", "O", "C", "C", "C", "C", "H", "H", "H", "H", "H", "H", "H", "H", "O", "S", "O", "C", "C", "C", "C", "H", "H", "H", "H", "H", "H", "H", "H", "O", "S", "O", "C", "C", "C", "C", "H", "H", "H", "H", "H", "H", "H", "H", "O", "S", "O", "C", "C", "C", "C", "H", "H", "H", "H", "H", "H", "H", "H", "C", "N", "C", "C", "O", "H", "H", "H", "H", "H", "H", "H", "C", "N", "C", "C", "O", "H", "H", "H", "H", "H", "H", "H", "C", "N", "C", "C", "O", "H", "H", "H", "H", "H", "H", "H", "C", "N", "C", "C", "O", "H", "H", "H", "H", "H", "H", "H"],
  "coordinates": [[-10.4945, 5.8455, 17.2942], [-10.9387, 5.9264, 15.8996], [-12.3692, 6.2616, 15.6220], [-9.9118, 7.1284, 14.8257], [-8.6808, 6.2074, 14.4131], [-9.2683, 4.8910, 13.9693], [-10.4252, 4.4120, 14.8667], [-9.8486, 8.0616, 15.3855], [-10.5499, 7.4074, 13.9872], [-8.1153, 6.7005, 13.6225], [-8.0947, 6.0708, 15.3220], [-8.6581, 3.9916, 13.8855], [-9.7773, 5.1144, 13.0317], [-9.9665, 3.6400, 15.4844], [-11.2088, 3.9769, 14.2464], [-9.3592, 14.4882, 24.7486], [-10.4277, 15.4415, 25.0639], [-11.7898, 14.9910, 25.2800], [-9.8629, 16.4014, 26.5345], [-10.1906, 17.7981, 26.3323], [-9.9961, 18.1038, 24.8087], [-10.3461, 16.8559, 23.9701], [-8.7826, 16.2675, 26.5900], [-10.1888, 16.0111, 27.4986], [-11.2233, 17.9275, 26.6563], [-9.6654, 18.5116, 26.9674], [-8.9921, 18.5103, 24.6870], [-10.7262, 18.8329, 24.4575], [-9.6736, 16.5491, 23.1690], [-11.3716, 16.9208, 23.6065], [-5.2270, 18.2828, 23.0113], [-4.1929, 17.5159, 23.7026], [-3.0852, 17.0482, 22.8173], [-3.5629, 18.3713, 25.3656], [-4.3126, 17.5312, 26.4329], [-4.5373, 16.0806, 25.9588], [-4.9888, 16.0638, 24.4558], [-3.8896, 19.4036, 25.2399], [-2.4783, 18.3100, 25.4551], [-3.6483, 17.5469, 27.2970], [-5.2553, 18.0502, 26.6068], [-5.2622, 15.4983, 26.5276], [-3.6106, 15.5084, 25.9151], [-6.0772, 16.1208, 24.4724], [-4.6609, 15.2100, 23.8629], [-4.5357, 4.6348, 27.1704], [-5.8788, 5.1118, 26.9777], [-6.5859, 5.7278, 28.0304], [-6.2140, 6.0305, 25.4282], [-7.7375, 5.9633, 25.2558], [-8.3208, 4.5802, 25.6815], [-7.1674, 3.7487, 26.4544], [-5.7051, 5.4556, 24.6545], [-5.7779, 7.0188, 25.5736], [-8.0345, 6.6899, 26.0121], [-7.9187, 6.2798, 24.2286], [-8.6642, 3.9967, 24.8273], [-9.1185, 4.7538, 26.4038], [-6.8914, 3.0676, 25.6493], [-7.3903, 3.1890, 27.3628], [-4.0803, 3.4140, 21.1153], [-3.3673, 2.3260, 20.3987], [-2.0708, 1.9991, 20.9507], [-4.4995, 0.9590, 20.0298], [-5.0545, 1.3906, 18.5851], [-4.0361, 2.0571, 17.7547], [-3.0839, 2.8896, 18.6041], [-5.1453, 0.8793, 20.9042], [-3.8249, 0.1198, 19.8608], [-5.4606, 0.5390, 18.0393], [-5.8431, 2.0851, 18.8748], [-4.4886, 2.8551, 17.1660], [-3.5194, 1.3713, 17.0833], [-3.4423, 3.9188, 18.6216], [-2.0122, 2.9118, 18.4065], [-11.3321, 13.3215, 17.3540], [-12.0040, 13.9624, 18.4525], [-11.4176, 14.0857, 19.7850], [-12.7671, 15.5899, 18.0275], [-14.3413, 15.3603, 18.1420], [-14.5430, 14.1582, 18.9893], [-13.5917, 13.1063, 18.4914], [-12.2976, 15.8437, 17.0771], [-12.3173, 16.2340, 18.7831], [-14.9752, 16.2245, 18.3401], [-14.7613, 15.0671, 17.1798], [-15.4497, 13.6358, 18.6842], [-14.4173, 14.3926, 20.0464], [-13.6253, 12.7092, 17.4769], [-13.3370, 12.3902, 19.2727], [-1.2123, 7.1261, 15.0853], [-1.6576, 6.0564, 14.1569], [-2.9962, 5.7624, 14.0460], [-3.1678, 4.5577, 13.1446], [-3.8870, 6.3406, 14.6014], [-0.1443, 7.1668, 15.2992], [-1.6872, 6.9877, 16.0566], [-1.7246, 8.0430, 14.7938], [-1.1301, 5.5284, 13.4764], [-3.7310, 4.8030, 12.2442], [-3.7430, 3.7682, 13.6282], [-2.2174, 4.1132, 12.8494], [-7.0145, 10.2348, 21.6140], [-6.7796, 10.4987, 20.2052], [-6.1469, 9.7503, 19.3219], [-5.6440, 8.3570, 19.7140], [-6.3457, 10.1365, 18.2030], [-6.1306, 9.6979, 21.9583], [-7.9201, 9.6774, 21.8535], [-7.1001, 11.1756, 22.1577], [-7.2394, 11.2270, 19.6776], [-4.6816, 8.4402, 20.2191], [-5.4820, 7.6237, 18.9241], [-6.2489, 7.7945, 20.4252], [-0.7584, 11.9913, 23.5349], [-0.1883, 10.9514, 22.6711], [-0.9457, 10.0148, 22.1964], [-0.1003, 9.0292, 21.4967], [-2.1079, 9.9196, 22.4417], [-0.1007, 12.7397, 23.9770], [-1.2431, 11.5221, 24.3911], [-1.4802, 12.6111, 23.0029], [0.7730, 10.7012, 22.8535], [-0.5453, 8.5392, 20.6307], [0.1566, 8.1734, 22.1210], [0.9386, 9.2107, 21.2215], [-5.1654, 11.9041, 14.0100], [-4.4089, 13.1516, 13.7405], [-4.3629, 14.2848, 14.4582], [-5.2091, 14.2916, 15.7192], [-3.4613, 15.0331, 14.1567], [-6.1644, 12.2548, 14.2691], [-4.7159, 11.1818, 14.6914], [-5.3459, 11.2578, 13.1510], [-3.5848, 13.2757, 13.1699], [-4.9512, 15.0683, 16.4392], [-5.0252, 13.3154, 16.1679], [-6.2748, 14.2728, 15.4912]],
  "forces_ev_per_a": [[-0.086, -0.076, -1.868], [-1.978, 0.789, -1.421], [2.565, -0.866, 0.659], [-0.236, -1.784, 0.563], [-0.741, 1.419, 1.323], [-1.836, -0.063, -0.717], [0.871, 0.579, 0.983], [0.887, -0.317, 0.327], [-0.137, -0.571, -0.153], [0.198, -0.166, 0.209], [0.409, 0.181, -0.164], [0.693, 0.640, -0.383], [0.455, -0.292, -0.499], [-0.675, 0.153, 0.641], [-0.357, 0.393, 0.529], [-1.275, 0.809, 0.056], [1.374, -0.639, 1.721], [0.668, 0.312, -0.444], [1.404, -1.947, 0.829], [-1.499, 1.696, -0.816], [-0.606, 0.100, 0.306], [-0.245, -0.375, 0.069], [0.199, -0.204, -0.474], [-0.565, -0.340, -0.327], [-0.337, 0.198, -0.424], [0.448, -0.207, -0.156], [-0.006, -0.325, -0.451], [0.357, 0.443, 0.310], [0.021, 0.351, 0.037], [0.129, 0.128, -0.258], [0.689, 0.023, 1.224], [1.100, -0.371, -2.065], [-1.556, 0.821, 2.308], [-1.116, -1.434, -1.584], [0.556, 0.513, -0.632], [0.466, -0.548, -1.718], [0.045, 0.616, 1.353], [-0.013, -0.135, 0.208], [-0.126, -0.176, -0.395], [-0.540, -0.041, 0.374], [-0.042, -0.261, 0.416], [0.114, 0.304, 0.257], [0.257, 0.180, 0.696], [0.064, 0.425, -0.679], [0.040, 0.043, 0.250], [-0.186, 0.361, -0.325], [-1.553, -3.162, -3.018], [-0.694, 1.563, 1.873], [0.748, -1.069, 0.651], [1.086, 0.363, 1.023], [1.307, -0.138, 1.578], [0.130, 1.438, -1.336], [0.318, 0.198, -0.011], [-0.195, 0.053, -0.326], [-0.806, 0.235, -0.525], [-0.580, -0.044, 0.223], [-0.046, 0.066, 0.189], [-0.233, -0.034, -0.407], [1.099, -0.135, 0.499], [-0.369, 0.309, -0.107], [0.329, -1.974, -1.288], [0.541, 3.341, -0.028], [-0.515, -0.942, -0.128], [1.398, 0.564, -1.743], [-1.494, -0.767, 2.767], [1.609, 1.458, -0.936], [-0.518, -0.078, 1.844], [-0.254, -0.197, -0.502], [-0.159, -0.294, 0.522], [-0.259, 0.004, 0.378], [-0.303, 0.008, -0.572], [-0.418, -0.622, -0.607], [0.055, -0.026, 0.123], [0.139, 0.018, 0.183], [-0.173, -0.448, -0.023], [1.131, 0.505, -0.169], [-1.455, 0.045, 0.443], [-0.257, -0.135, -1.159], [0.139, -0.378, 0.396], [1.094, 0.666, -1.871], [-0.863, -1.319, -0.385], [2.766, 0.431, 1.743], [-0.642, 0.149, -0.206], [-0.446, 0.235, 0.046], [0.579, 0.223, 0.736], [0.551, 0.039, -0.538], [-0.962, 0.772, 1.012], [-0.242, -0.532, 0.036], [-0.788, -0.021, 0.251], [-0.588, -0.673, -0.329], [-1.203, -0.459, -0.072], [-0.524, 0.314, 0.728], [1.687, -0.891, -0.646], [-0.587, -0.482, -0.428], [-0.781, 0.568, 0.626], [-0.123, 0.107, -0.749], [-0.026, -0.644, 0.101], [0.832, 0.405, -0.383], [0.740, 0.665, 0.641], [0.038, 0.199, -0.006], [-0.022, 0.151, 0.260], [-0.055, 0.039, -0.063], [0.569, 0.408, -0.142], [-0.568, 0.857, 2.689], [-1.811, -2.374, 0.131], [1.076, -0.166, 0.496], [1.527, -0.164, -3.502], [-0.209, 0.016, 0.397], [-0.068, -0.270, -0.348], [0.216, 0.007, -0.007], [-0.267, 0.231, 0.628], [0.199, 0.136, 0.078], [-0.131, 0.752, -0.598], [-0.498, 0.600, 0.145], [-0.595, 0.036, 0.463], [2.348, 4.307, 2.284], [0.902, -1.846, -0.368], [0.969, -3.062, -1.316], [-2.558, -0.290, -0.390], [0.875, -0.507, -0.476], [-0.349, -0.004, -0.066], [-0.199, -0.441, -0.171], [-0.068, 0.314, -0.397], [-0.368, 0.349, -0.005], [-0.832, -0.216, 0.696], [-0.181, 1.355, -0.271], [-0.111, 0.764, -0.717], [-0.489, -1.656, -0.847], [0.145, -0.886, 1.715], [-0.074, -0.120, -0.248], [0.203, 1.919, 0.258], [0.091, -0.493, 0.606], [0.033, 0.603, 0.719], [0.313, 0.623, -0.677], [-0.095, -1.216, -0.676], [-0.043, 0.062, -0.398], [0.053, 0.041, 0.292], [-0.042, 0.324, 0.014]],
  "e_above_lowest_kj_mol": 132.6,
  "smiles": "O=S1(=O)CCCC1.O=S1(=O)CCCC1.O=S1(=O)CCCC1.O=S1(=O)CCCC1.O=S1(=O)CCCC1.O=S1(=O)CCCC1.CNC(C)=O.CNC(C)=O.CNC(C)=O.CNC(C)=O",
  "homo_lumo_gap_ev": 8.93,
  "e_tot_ev": -142288.756
}